[1]
{"formula": "C11H25BrF4InN2O7S4", "method": "ωB97M-V/def2-TZVPD", "species": ["C", "N", "C", "In", "Br", "C", "O", "N", "C", "O", "F", "S", "O", "O", "C", "F", "F", "F", "H", "H", "H", "H", "H", "H", "H", "C", "S", "O", "C", "H", "H", "H", "H", "H", "H", "C", "S", "O", "C", "H", "H", "H", "H", "H", "H", "C", "S", "O", "C", "H", "H", "H", "H", "H", "H"], "xyz": [[-2.68, 3.90, 2.04], [-2.88, 3.49, 0.66], [-1.82, 3.94, -0.24], [0.06, 2.79, -0.26], [1.65, 4.00, -1.90], [-0.14, 0.70, -1.06], [0.71, 0.23, -1.78], [-1.29, -0.15, -0.82], [-1.88, -0.15, 0.43], [-2.91, -0.65, 0.73], [-1.14, 0.47, 1.35], [1.28, 2.79, 1.98], [1.81, 4.13, 2.19], [0.54, 2.22, 3.09], [2.84, 1.75, 1.83], [2.59, 0.45, 2.15], [3.27, 1.79, 0.56], [3.83, 2.18, 2.63], [-2.00, 3.25, 2.59], [-3.63, 3.93, 2.56], [-2.27, 4.90, 2.05], [-2.96, 2.49, 0.62], [-1.57, 4.97, -0.03], [-2.17, 3.90, -1.26], [-1.01, -1.10, -1.03], [4.81, -1.72, 0.71], [5.82, -0.31, 0.25], [6.41, -0.62, -1.08], [7.12, -0.60, 1.46], [3.96, -1.75, 0.03], [5.40, -2.64, 0.61], [4.46, -1.60, 1.73], [7.55, -1.59, 1.31], [6.70, -0.52, 2.47], [7.88, 0.16, 1.32], [-3.43, -5.19, 2.30], [-2.80, -3.69, 1.53], [-2.39, -4.06, 0.15], [-1.30, -3.59, 2.51], [-4.36, -5.45, 1.80], [-2.70, -5.99, 2.18], [-3.62, -5.00, 3.36], [-0.72, -4.51, 2.37], [-1.56, -3.44, 3.55], [-0.73, -2.74, 2.15], [-3.63, 0.36, -5.46], [-2.68, 0.02, -3.97], [-2.05, 1.30, -3.57], [-1.41, -0.95, -4.78], [-4.46, 1.01, -5.18], [-3.00, 0.87, -6.19], [-4.01, -0.57, -5.87], [-0.93, -0.35, -5.55], [-1.86, -1.85, -5.21], [-0.68, -1.22, -4.02]], "lowdin_charge": [-0.140, -0.195, -0.312, 0.479, -0.009, -0.456, -0.017, 0.119, -0.572, 0.126, 0.090, 0.592, -0.406, -0.411, -0.679, 0.080, 0.061, 0.109, 0.063, 0.066, 0.074, 0.066, 0.037, 0.038, 0.147, -0.267, 0.807, -0.550, -0.272, 0.054, 0.053, 0.047, 0.052, 0.051, 0.045, -0.277, 0.796, -0.548, -0.258, 0.045, 0.053, 0.050, 0.056, 0.056, 0.046, -0.278, 0.791, -0.536, -0.263, 0.045, 0.055, 0.047, 0.060, 0.050, 0.041], "lumo_energy_ev": 2.04, "total_charge": -1, "orbital_gap_ev": 6.88}

[2]
{"formula": "C4H13Cr2O7S", "method": "ωB97M-V/def2-TZVPD", "species": ["Cr", "Cr", "S", "O", "O", "O", "O", "O", "H", "C", "C", "O", "H", "H", "H", "H", "H", "H", "C", "C", "O", "H", "H", "H", "H", "H", "H"], "xyz": [[-2.22, -1.08, -0.25], [0.55, -2.83, -2.05], [-2.65, -2.75, -2.24], [-2.75, -3.02, -0.78], [-2.69, -1.26, -2.24], [-1.30, -3.20, -2.69], [-3.68, -3.34, -3.04], [-0.20, -1.55, -0.63], [0.30, -0.84, -0.22], [3.42, -0.22, 2.37], [2.21, -0.18, 1.43], [2.17, 1.03, 0.69], [3.48, 0.70, 2.94], [4.36, -0.25, 1.82], [3.36, -1.08, 3.03], [1.32, -0.34, 2.06], [2.28, -1.03, 0.74], [2.29, 0.83, -0.24], [-1.01, 3.03, 0.38], [-0.83, 1.69, -0.33], [-2.14, 1.07, -0.52], [-1.12, 2.82, 1.45], [-1.82, 3.65, 0.00], [-0.11, 3.65, 0.37], [-0.23, 1.03, 0.29], [-0.35, 1.75, -1.31], [-2.66, 1.71, -1.02]], "lowdin_charge": [1.011, 1.244, 0.341, -0.371, -0.379, -0.418, -0.205, -0.411, -0.046, -0.073, -0.328, -0.071, 0.084, 0.079, 0.081, 0.114, 0.096, 0.082, -0.047, -0.243, -0.141, 0.090, 0.087, 0.093, 0.073, 0.133, 0.126], "lumo_energy_ev": [-5.85, -5.62], "total_charge": 1, "spin_multiplicity": 9, "orbital_gap_ev": [6.61, 8.12]}

[3]
{"formula": "C51H79BBrN4O2P3Rb", "method": "ωB97M-V/def2-TZVPD", "species": ["Rb", "C", "C", "C", "C", "C", "C", "C", "C", "C", "C", "H", "H", "H", "H", "H", "H", "H", "H", "H", "H", "H", "H", "H", "H", "H", "C", "C", "C", "C", "P", "C", "N", "B", "N", "C", "P", "C", "C", "C", "C", "C", "C", "C", "C", "C", "C", "C", "C", "C", "C", "C", "C", "C", "C", "H", "H", "H", "H", "H", "H", "H", "H", "H", "H", "H", "H", "H", "H", "H", "H", "H", "H", "H", "H", "H", "H", "H", "H", "H", "H", "H", "H", "H", "H", "H", "H", "H", "H", "H", "H", "H", "H", "H", "H", "H", "H", "H", "H", "C", "O", "C", "C", "C", "Br", "C", "C", "C", "O", "C", "N", "C", "C", "C", "C", "C", "C", "N", "H", "H", "H", "H", "H", "H", "H", "H", "H", "H", "H", "C", "P", "C", "C", "H", "H", "H", "H", "H", "H", "H", "H", "H"], "xyz": [[-0.56, -1.17, 1.80], [0.41, -3.60, 3.57], [-0.36, -4.32, 2.64], [-1.72, -3.95, 2.82], [-1.78, -3.02, 3.88], [-0.46, -2.80, 4.35], [-0.03, -1.89, 5.46], [-3.03, -2.35, 4.36], [-2.91, -4.49, 2.08], [0.16, -5.39, 1.74], [1.90, -3.69, 3.76], [0.92, -1.39, 5.22], [0.12, -2.41, 6.41], [-0.77, -1.10, 5.65], [-3.62, -1.93, 3.54], [-2.81, -1.53, 5.05], [-3.71, -3.03, 4.90], [-3.62, -3.69, 1.83], [-3.47, -5.23, 2.65], [-2.62, -4.97, 1.14], [1.06, -5.08, 1.19], [-0.58, -5.70, 0.99], [0.44, -6.30, 2.29], [2.37, -2.70, 3.82], [2.37, -4.22, 2.93], [2.18, -4.22, 4.68], [-1.79, 3.35, -3.99], [-0.60, 2.57, -3.42], [0.69, 3.00, -4.14], [-0.83, 1.08, -3.73], [-0.58, 2.68, -1.54], [1.22, 2.37, -1.13], [1.74, 1.06, -1.45], [1.28, -0.26, -0.92], [2.25, -1.14, -1.60], [2.38, -2.57, -1.46], [1.98, -3.52, -3.03], [0.10, -3.71, -2.90], [-0.37, -4.88, -3.77], [-0.49, -3.86, -1.50], [-0.46, -2.41, -3.50], [2.82, -5.18, -2.68], [4.32, -4.88, -2.51], [2.33, -5.94, -1.45], [2.70, -6.07, -3.92], [3.20, -0.43, -2.32], [4.33, -0.85, -3.00], [5.17, 0.11, -3.58], [4.87, 1.46, -3.46], [3.74, 1.89, -2.78], [2.89, 0.94, -2.21], [-0.65, 4.52, -1.06], [0.22, 5.50, -1.84], [-0.25, 4.57, 0.43], [-2.11, 4.98, -1.15], [-1.94, 3.06, -5.03], [-1.62, 4.43, -3.97], [-2.71, 3.13, -3.44], [0.54, 2.90, -5.22], [1.52, 2.35, -3.86], [0.97, 4.03, -3.93], [-0.90, 0.94, -4.82], [-1.75, 0.72, -3.27], [-0.01, 0.47, -3.36], [1.29, 2.55, -0.06], [1.83, 3.13, -1.62], [1.75, -2.88, -0.63], [3.41, -2.82, -1.19], [-0.18, -5.85, -3.30], [0.09, -4.87, -4.76], [-1.46, -4.80, -3.91], [-0.05, -4.67, -0.93], [-1.56, -4.05, -1.58], [-0.36, -2.94, -0.92], [-0.09, -2.24, -4.51], [-0.18, -1.56, -2.87], [-1.55, -2.47, -3.52], [4.55, -4.37, -1.58], [4.70, -4.28, -3.34], [4.87, -5.83, -2.51], [2.38, -5.33, -0.54], [2.95, -6.83, -1.29], [1.30, -6.28, -1.56], [3.03, -5.54, -4.81], [1.69, -6.43, -4.09], [3.35, -6.95, -3.79], [4.56, -1.90, -3.09], [6.05, -0.21, -4.12], [5.53, 2.19, -3.91], [3.54, 2.95, -2.69], [1.26, 5.20, -1.87], [0.18, 6.48, -1.35], [-0.14, 5.64, -2.86], [0.83, 4.50, 0.56], [-0.71, 3.77, 1.01], [-0.57, 5.53, 0.86], [-2.48, 5.02, -2.17], [-2.20, 5.98, -0.72], [-2.76, 4.30, -0.59], [-3.51, -1.68, -0.61], [-3.25, -0.75, 0.44], [-3.84, 0.46, 0.37], [-4.78, 0.83, -0.56], [-5.30, 2.13, -0.52], [-6.62, 2.62, -1.80], [-4.88, 3.05, 0.40], [-3.90, 2.68, 1.33], [-3.39, 1.39, 1.34], [-2.47, 0.96, 2.20], [-3.31, 3.66, 2.25], [-2.49, 3.35, 3.22], [-2.08, 4.56, 3.76], [-1.18, 4.82, 4.79], [-0.93, 6.15, 5.10], [-1.56, 7.19, 4.41], [-2.45, 6.95, 3.39], [-2.70, 5.61, 3.08], [-3.50, 5.01, 2.13], [-4.56, -1.97, -0.63], [-2.89, -2.55, -0.40], [-3.21, -1.25, -1.58], [-5.13, 0.14, -1.31], [-5.31, 4.04, 0.40], [-2.25, 1.70, 2.82], [-0.70, 4.01, 5.32], [-0.23, 6.38, 5.89], [-1.33, 8.22, 4.68], [-2.93, 7.75, 2.85], [-3.96, 5.46, 1.36], [3.34, 1.61, 4.41], [2.49, 0.58, 3.14], [3.66, 0.79, 1.75], [1.20, 1.79, 2.64], [3.60, 2.60, 4.02], [4.25, 1.11, 4.75], [2.69, 1.73, 5.28], [3.91, 1.84, 1.58], [3.21, 0.39, 0.84], [4.58, 0.23, 1.95], [1.63, 2.78, 2.45], [0.44, 1.88, 3.42], [0.73, 1.44, 1.72]], "lowdin_charge": [0.715, -0.316, -0.291, -0.310, -0.338, -0.343, -0.068, -0.064, -0.065, -0.066, -0.062, 0.040, 0.070, 0.056, 0.061, 0.057, 0.069, 0.056, 0.070, 0.055, 0.042, 0.052, 0.077, 0.041, 0.060, 0.070, -0.112, -0.699, -0.078, -0.120, 1.156, -0.326, -0.060, -0.366, -0.066, -0.311, 1.143, -0.699, -0.114, -0.093, -0.129, -0.717, -0.127, -0.089, -0.125, -0.200, -0.031, -0.122, -0.125, -0.052, -0.208, -0.693, -0.093, -0.111, -0.115, 0.082, 0.060, 0.074, 0.087, 0.057, 0.063, 0.088, 0.073, 0.049, 0.048, 0.066, 0.069, 0.076, 0.064, 0.076, 0.080, 0.046, 0.083, 0.050, 0.077, 0.035, 0.082, 0.067, 0.069, 0.079, 0.064, 0.085, 0.069, 0.074, 0.050, 0.078, 0.075, 0.087, 0.086, 0.094, 0.070, 0.083, 0.064, 0.074, 0.066, 0.081, 0.056, 0.081, 0.046, -0.043, -0.117, -0.203, -0.045, -0.680, 0.721, -0.108, -0.081, -0.191, -0.004, -0.250, 0.164, -0.211, -0.008, -0.094, -0.099, -0.025, -0.196, 0.182, 0.104, 0.075, 0.100, 0.102, 0.102, 0.072, 0.113, 0.098, 0.097, 0.107, 0.147, -0.318, 0.822, -0.292, -0.335, 0.032, 0.028, 0.027, 0.044, 0.007, 0.036, 0.039, 0.030, -0.018], "lumo_energy_ev": 1.82, "total_charge": -1, "orbital_gap_ev": 5.05}

[4]
{"formula": "C3H8O2S", "method": "ωB97M-V/def2-TZVPD", "species": ["O", "C", "C", "C", "S", "H", "H", "H", "H", "H", "H", "H", "H", "O"], "xyz": [[-2.89, 0.25, 0.05], [-2.05, 0.93, -0.48], [-0.65, 1.16, 0.07], [0.38, 0.46, -0.78], [2.08, 0.73, -0.18], [-2.24, 1.48, -1.42], [-0.49, 2.22, 0.00], [-0.61, 0.96, 1.14], [0.33, 0.82, -1.81], [0.21, -0.61, -0.92], [2.57, -0.45, -0.60], [1.29, -2.48, 0.90], [0.94, -3.17, 2.21], [1.12, -2.30, 1.83]], "lowdin_charge": [0.069, -0.278, -0.244, -0.578, 0.705, 0.126, 0.107, 0.120, 0.070, 0.073, -0.156, 0.018, 0.040, -0.071], "lumo_energy_ev": 0.53, "orbital_gap_ev": 9.77, "smiles": "O=CCCS.O"}

What did the fourth record say?
{"formula": "C3H8O2S", "method": "ωB97M-V/def2-TZVPD", "species": ["O", "C", "C", "C", "S", "H", "H", "H", "H", "H", "H", "H", "H", "O"], "xyz": [[-2.89, 0.25, 0.05], [-2.05, 0.93, -0.48], [-0.65, 1.16, 0.07], [0.38, 0.46, -0.78], [2.08, 0.73, -0.18], [-2.24, 1.48, -1.42], [-0.49, 2.22, 0.00], [-0.61, 0.96, 1.14], [0.33, 0.82, -1.81], [0.21, -0.61, -0.92], [2.57, -0.45, -0.60], [1.29, -2.48, 0.90], [0.94, -3.17, 2.21], [1.12, -2.30, 1.83]], "lowdin_charge": [0.069, -0.278, -0.244, -0.578, 0.705, 0.126, 0.107, 0.120, 0.070, 0.073, -0.156, 0.018, 0.040, -0.071], "lumo_energy_ev": 0.53, "orbital_gap_ev": 9.77, "smiles": "O=CCCS.O"}